No. 1
86
Properties=species:S:1:pos:R:3:forces:R:3 method="wB97M-V/def2-TZVPD" spin_multiplicity=2 lumo_energy_ha="-0.1272 / -0.1768" total_charge=+1 homo_ev="-10.078 / -10.073" e_tot_ev=-144697.4277 max_force_ha_per_bohr=0.026
Ir 0.558472 0.081765 0.416901 0.745 1.016 0.495
N -0.118564 -4.159833 0.817045 0.063 0.033 0.007
C -0.014340 -2.813388 0.946521 -0.032 -0.073 0.055
S 1.107297 -2.010409 -0.159670 -0.551 0.211 -0.286
N -0.715113 -2.201692 1.833400 0.118 0.044 0.035
N -0.565171 -0.820280 1.827849 -0.192 0.073 -0.011
C -1.190084 -0.197849 2.769114 0.042 -0.103 -0.049
C -1.220770 1.217369 2.993896 0.027 0.029 -0.002
C -2.038059 1.645461 4.065068 0.024 -0.011 -0.028
C -2.156429 2.965520 4.405751 0.026 0.046 -0.020
C -1.436110 3.912573 3.663749 -0.043 -0.018 0.044
C -0.632320 3.533483 2.617678 0.016 0.017 0.003
C -0.489787 2.181092 2.248544 -0.090 -0.007 -0.015
O 0.305267 1.930306 1.237001 0.124 0.009 -0.095
H 0.544477 -4.648164 0.242824 0.005 -0.004 0.002
H -0.542095 -4.670862 1.573375 -0.032 -0.002 -0.009
H -1.753914 -0.830299 3.449526 0.002 -0.001 0.004
H -2.576948 0.891511 4.627318 0.000 -0.006 -0.001
H -2.782821 3.270384 5.231483 -0.003 0.003 -0.001
H -1.510155 4.962202 3.918636 -0.002 0.002 0.004
H -0.070032 4.262628 2.049657 -0.002 -0.005 -0.002
Cl 7.678155 -0.884779 0.046021 -0.022 -0.005 0.008
C 6.023666 -0.592085 0.467472 0.010 -0.012 0.024
C 5.599253 -0.784587 1.789903 0.022 -0.021 -0.027
C 4.294982 -0.552260 2.141554 0.025 -0.012 0.018
C 3.344619 -0.129596 1.193711 -0.076 0.235 -0.001
O 2.125696 0.089980 1.634480 0.100 -0.575 0.159
C 3.781739 0.074770 -0.140442 -0.022 -0.080 -0.029
C 2.961768 0.617867 -1.181003 0.052 0.144 0.040
N 1.700478 0.871995 -1.087581 0.004 -0.050 -0.036
C 0.958733 1.516424 -2.112134 -0.032 -0.130 0.049
C 1.468757 2.130643 -3.223389 -0.005 0.029 -0.062
C 0.605818 2.749060 -4.153385 0.005 0.000 0.040
C -0.743661 2.787433 -3.946038 0.012 -0.015 0.015
C -1.297109 2.193728 -2.787803 -0.015 0.009 -0.032
C -2.670872 2.251222 -2.457259 0.008 0.025 -0.006
C -3.110661 1.702390 -1.288740 0.016 0.039 0.024
C -2.193176 1.044419 -0.451863 0.024 0.042 -0.033
N -0.921240 0.956727 -0.753816 -0.064 -0.716 -0.174
C -0.440663 1.536660 -1.892096 0.002 0.098 0.117
C 5.133774 -0.165647 -0.475311 -0.015 0.001 -0.011
H 6.311365 -1.123637 2.530271 0.006 0.013 0.001
H 3.957463 -0.698307 3.158343 0.000 0.015 0.000
H 3.469035 0.843761 -2.116288 0.007 0.081 0.039
H 2.534706 2.176074 -3.399475 -0.004 -0.010 0.009
H 1.034529 3.222344 -5.025840 0.000 -0.002 -0.004
H -1.399161 3.291284 -4.644400 -0.002 -0.005 -0.005
H -3.356565 2.750214 -3.131005 0.001 -0.008 -0.006
H -4.148110 1.749357 -0.991762 0.020 0.016 0.003
H -2.511111 0.579899 0.472300 -0.011 -0.061 -0.052
H 5.467126 0.000560 -1.492072 -0.003 0.000 0.001
O -1.472258 -1.666647 -1.225195 -0.268 -0.142 -0.252
As -2.989410 -2.157861 -1.651703 0.122 -0.182 0.025
C -3.465955 -1.386300 -3.342495 -0.018 0.005 -0.020
C -4.756622 -1.407432 -3.862656 0.024 -0.069 -0.043
C -5.003024 -0.844372 -5.106026 -0.008 -0.001 0.005
C -3.962448 -0.275716 -5.830338 0.000 0.003 -0.001
C -2.672353 -0.274656 -5.318745 0.001 0.003 0.011
C -2.421369 -0.829521 -4.071480 -0.032 0.062 0.021
C -4.283294 -1.681182 -0.316226 -0.046 0.001 0.008
C -4.082545 -2.213657 0.956538 0.038 0.071 0.004
C -4.924201 -1.848561 1.996064 0.007 0.004 0.006
C -5.962959 -0.954310 1.768644 0.001 -0.002 0.015
C -6.159806 -0.420578 0.503404 0.001 0.013 -0.009
C -5.318729 -0.780582 -0.541618 -0.008 -0.048 0.017
C -3.021757 -4.067917 -1.828918 -0.064 -0.006 0.034
C -1.948294 -4.651870 -2.494908 0.017 -0.012 0.034
C -1.897301 -6.029159 -2.636436 0.000 0.001 -0.001
C -2.909613 -6.819882 -2.105476 0.003 0.003 -0.003
C -3.975883 -6.236126 -1.438306 -0.009 0.008 -0.006
C -4.036206 -4.855123 -1.300116 -0.035 0.015 -0.049
H -5.566662 -1.876563 -3.316549 -0.002 0.006 0.007
H -6.004516 -0.858580 -5.515326 0.002 0.003 0.001
H -4.158714 0.156964 -6.802676 0.000 -0.004 -0.002
H -1.860265 0.154703 -5.891610 0.001 0.000 -0.004
H -1.422605 -0.831499 -3.649297 0.000 0.000 0.005
H -3.252387 -2.886240 1.141860 -0.013 -0.012 -0.006
H -4.769739 -2.261996 2.984318 -0.003 -0.003 0.002
H -6.620808 -0.673292 2.580512 0.000 0.001 0.000
H -6.969190 0.276303 0.328619 -0.001 -0.001 0.001
H -5.468872 -0.350957 -1.523993 -0.010 -0.018 -0.005
H -1.150398 -4.029840 -2.884218 -0.002 0.002 -0.007
H -1.069171 -6.488429 -3.160147 0.003 -0.002 0.002
H -2.866295 -7.895534 -2.214790 -0.001 0.000 -0.002
H -4.763381 -6.853629 -1.027033 0.001 0.000 0.001
H -4.873204 -4.400987 -0.783195 0.010 0.001 0.014

No. 2
19
Properties=species:S:1:pos:R:3:forces:R:3 method="wB97M-V/def2-TZVPD" lumo_energy_ha=0.0172 homo_ev=-10.370 e_tot_ev=-13980.1246 smiles="O=CNCO.O.O.O" max_force_ha_per_bohr=0.026
O 0.176389 0.075780 1.808396 -0.493 -0.077 -0.299
C 1.137666 0.433122 1.143383 -0.200 0.649 0.300
N 1.130797 0.776827 -0.151821 0.043 -0.277 -0.169
C 0.025392 0.863911 -1.115507 -0.379 0.820 0.681
O 0.578199 0.707059 -2.384094 -0.105 -0.799 -0.297
H 2.089949 0.666966 1.646011 0.170 -0.513 -0.253
H 2.021986 0.760602 -0.613869 0.272 0.229 0.016
H -0.787443 0.154211 -0.957912 0.471 -0.491 0.074
H -0.459323 1.832833 -0.963950 0.141 0.098 -0.272
H 0.825036 1.532570 -2.795725 -0.060 0.397 0.106
O 1.055383 -2.203490 -0.857232 1.176 -0.204 0.561
H 1.004608 -1.592658 -1.591212 -0.693 -0.176 -0.227
H 0.230231 -2.630393 -0.617916 -0.482 0.342 -0.410
O -1.997132 1.947557 1.061426 0.187 -0.336 0.066
H -1.338040 1.275256 1.310707 -0.018 0.138 0.061
H -2.747795 1.719223 1.616215 -0.141 0.134 -0.018
O -1.468168 -2.187273 0.550832 0.452 0.147 -0.485
H -2.231596 -2.358870 1.096203 -0.167 0.081 0.299
H -0.993732 -1.419847 0.912830 -0.176 -0.165 0.269